{
  "formula": "C18H20BrCl2GdO2",
  "method": "wB97M-V/def2-TZVPD",
  "s2": 16.0333,
  "de_lowest_kcal_mol": 13.2,
  "e_tot_ha": -5107.935220,
  "total_charge": 2,
  "multiplicity": 8,
  "species": ["Gd", "C", "C", "C", "C", "C", "C", "C", "C", "C", "C", "H", "H", "H", "H", "H", "H", "H", "H", "H", "H", "H", "H", "H", "H", "Cl", "C", "Cl", "H", "H", "Br", "C", "C", "C", "C", "C", "C", "C", "O", "O", "H", "H", "H", "H"],
  "xyz": [[0.14, -0.06, 1.20], [2.94, -1.85, 1.43], [3.41, -0.61, 0.65], [3.33, -0.87, -0.86], [2.61, 0.62, 1.07], [2.38, 0.88, 2.44], [1.64, 1.99, 2.84], [1.12, 2.91, 1.91], [0.43, 4.15, 2.39], [1.36, 2.66, 0.56], [2.07, 1.53, 0.14], [3.31, -2.76, 0.95], [1.84, -1.93, 1.45], [3.30, -1.86, 2.46], [4.45, -0.43, 0.91], [2.29, -0.96, -1.20], [3.84, -1.80, -1.09], [3.82, -0.08, -1.43], [2.90, 0.31, 3.20], [1.55, 2.21, 3.90], [1.14, 4.77, 2.94], [-0.38, 3.90, 3.07], [0.03, 4.73, 1.56], [1.05, 3.39, -0.18], [2.30, 1.44, -0.91], [-1.88, -1.81, 1.78], [-1.87, -2.57, 0.16], [-0.32, -2.18, -0.61], [-2.67, -2.15, -0.43], [-1.95, -3.64, 0.27], [-6.54, 4.83, -0.79], [-5.06, 3.76, -0.35], [-4.43, 3.01, -1.33], [-3.35, 2.23, -1.00], [-2.89, 2.19, 0.32], [-3.54, 2.95, 1.31], [-4.61, 3.73, 0.98], [-1.76, 1.37, 0.67], [-1.09, 0.71, -0.23], [-1.33, 1.25, 1.87], [-4.79, 3.04, -2.35], [-2.84, 1.65, -1.76], [-3.18, 2.90, 2.33], [-5.12, 4.33, 1.72]]
}